# 1
19
Properties=species:S:1:pos:R:3 method="wB97M-V/def2-TZVPD" gap_ev=9.82 smiles="CC1=C([SiH](Cl)Cl)CCC1" max_force_ev_per_a=5.12 e_tot_ev=-39308.5575 relative_energy_kj_mol=107.6
C -0.227 -2.132 -0.558
C -0.359 -0.658 -0.279
C 0.616 0.163 0.231
Si 2.442 -0.017 0.605
Cl 3.427 -1.693 0.180
Cl 3.166 1.588 -0.384
C -0.056 1.658 0.260
C -1.505 1.336 0.330
C -1.668 -0.083 -0.434
H -0.639 -2.391 -1.506
H -0.898 -2.620 0.171
H 0.798 -2.416 -0.481
H 2.717 0.036 1.989
H 0.223 2.309 1.073
H 0.305 1.948 -0.781
H -2.085 2.129 -0.129
H -1.906 1.248 1.376
H -1.823 0.168 -1.507
H -2.529 -0.574 -0.156

=====

# 2
18
Properties=species:S:1:pos:R:3 method="wB97M-V/def2-TZVPD" gap_ev=8.21 max_force_ev_per_a=3.76 e_tot_ev=-20390.3931 relative_energy_kj_mol=586.3
C -1.147 1.074 0.602
C 1.670 0.383 -0.683
C -1.043 0.167 -0.560
C -0.233 -1.116 -0.261
C -2.223 2.080 0.347
C 2.146 -1.599 0.575
N 1.175 -0.759 -0.180
Cl 3.252 0.753 -0.254
H -1.987 -0.041 -1.149
H -0.299 0.705 -1.241
H -0.566 -1.716 0.600
H -0.518 -1.718 -1.083
H -1.755 3.132 0.139
H -2.779 2.299 1.177
H -2.822 1.930 -0.515
H 2.417 -1.055 1.474
H 1.631 -2.552 0.883
H 3.081 -1.969 0.131

=====

# 3
19
Properties=species:S:1:pos:R:3 method="wB97M-V/def2-TZVPD" gap_ev="5.24 / 5.58" max_force_ev_per_a=6.56 e_tot_ev=-21868.9106 total_charge=+1 relative_energy_kj_mol=632.3 spin_multiplicity=3
C 0.210 1.151 -0.439
C 0.445 1.645 0.798
C -2.301 2.030 0.474
C 1.331 0.536 0.194
C -0.055 -1.715 -1.257
C 1.327 -0.874 0.694
N -2.139 0.850 0.584
N 0.461 -1.738 0.145
Cl -2.757 3.349 -0.069
H -0.685 1.076 -1.114
H 2.375 0.753 -0.145
H 0.514 -2.359 -1.877
H -1.038 -2.245 -1.257
H -0.180 -0.790 -1.886
H 1.286 -0.993 1.803
H 2.395 -1.135 0.386
H -1.547 0.065 0.687
H 0.598 2.324 1.494
H -0.240 -1.932 0.784

=====

# 4
20
Properties=species:S:1:pos:R:3 method="wB97M-V/def2-TZVPD" gap_ev="8.62 / 8.62" max_force_ev_per_a=3.98 e_tot_ev=-24487.4056 relative_energy_kj_mol=422.5
C 1.646 -0.061 0.190
C 1.062 1.108 -0.629
C 0.841 -1.299 -0.182
C -0.278 1.592 -0.032
C -0.488 -1.260 0.502
C -1.287 0.481 -0.178
N -2.322 0.367 0.686
O -2.255 0.971 1.728
O -1.430 -2.152 0.162
Cl -1.834 0.072 -1.827
H 2.671 -0.179 -0.007
H 1.524 0.066 1.327
H 1.655 2.046 -0.487
H 1.203 0.633 -1.623
H 0.883 -1.539 -1.187
H 1.354 -2.044 0.385
H -0.346 1.817 1.053
H -0.672 2.518 -0.550
H -0.624 -0.916 1.489
H -1.303 -2.221 -0.819

=====

# 5
20
Properties=species:S:1:pos:R:3 method="wB97M-V/def2-TZVPD" gap_ev="8.75 / 8.76" max_force_ev_per_a=4.56 e_tot_ev=-14793.1356 relative_energy_kj_mol=493.6
C -3.100 1.456 -0.917
C -3.247 0.309 -0.296
C 0.588 -0.741 -0.659
C 2.577 0.308 0.346
C -1.822 -2.060 0.613
C 1.735 0.180 -0.928
N -0.646 -0.436 -0.703
N -1.694 -1.237 -0.569
F -4.128 -0.178 0.538
F 1.114 -1.997 -0.194
H -3.845 2.124 -0.973
H -2.441 1.518 -1.851
H 2.050 0.618 1.272
H 3.292 1.074 0.101
H 2.903 -0.787 0.487
H -1.070 -2.858 0.439
H -1.700 -1.619 1.643
H -2.900 -2.284 0.760
H 2.375 -0.133 -1.724
H 1.182 1.157 -1.323

=====

# 6
23
Properties=species:S:1:pos:R:3 method="wB97M-V/def2-TZVPD" gap_ev="4.78 / 5.21" max_force_ev_per_a=5.04 e_tot_ev=-45666.8921 total_charge=+2 spin_multiplicity=2
C 0.295 2.658 -2.010
C 0.314 1.031 -1.901
F 1.323 0.547 -2.800
C 0.603 0.690 -0.365
C 0.414 -0.853 0.039
F 1.733 -1.441 -0.012
C -0.041 -0.921 1.582
O 1.090 -1.501 2.367
O 0.914 -0.962 3.600
O -0.394 -1.632 -0.848
C -1.776 -1.308 -0.739
O -2.568 -1.967 -0.011
H -0.688 3.047 -2.460
H 1.222 3.065 -2.541
H 0.323 3.094 -0.939
H -0.700 0.687 -2.285
H -0.059 1.371 0.288
H 1.717 0.936 -0.177
H -0.956 -1.606 1.796
H -0.228 0.116 2.051
H 0.115 -1.438 3.977
H -2.269 -0.457 -1.345
V -0.383 -3.153 2.736

=====

| no. | molecular weight (g mol⁻¹) |
| --- | --- |
| 1 | 181.1 |
| 2 | 131.6 |
| 3 | 145.6 |
| 4 | 163.6 |
| 5 | 148.2 |
| 6 | 235.1 |